This record from the Open Molecules 2025 dataset describes a 2-piece molecular cluster, C7H16N4O2S overall. The level of theory is wB97M-V/def2-TZVPD.

Atoms and positions in Å:
C: -2.761 -4.288 0.152
C: -2.182 -2.151 0.449
C: 1.470 2.548 -1.690
C: 3.178 3.992 -0.665
C: 2.028 2.089 0.693
C: 0.793 1.054 1.028
C: 2.148 2.958 -0.426
N: -3.114 -3.575 -0.838
N: -2.738 -2.350 -0.707
N: -2.182 -3.367 1.107
N: -2.613 -5.598 0.297
O: -0.495 -0.696 -0.825
O: -1.812 0.551 0.893
S: -0.860 -0.791 0.553
H: 0.469 3.033 -1.873
H: 1.059 1.622 -1.638
H: 2.220 2.590 -2.501
H: 4.134 3.648 -1.053
H: 3.545 4.513 0.259
H: 2.776 4.688 -1.390
H: 2.358 2.667 1.584
H: 2.929 1.468 0.435
H: 0.340 1.287 2.017
H: 0.013 1.226 0.279
H: 1.131 0.006 1.043
H: -1.968 -3.589 2.068
H: -3.049 -6.354 -0.208
H: -1.730 -5.949 0.641
H: -2.742 -1.701 -1.424
H: -2.344 0.467 1.739

The orbital gap comes out at 0.2958 Eh. As for the total charge: +2. The energy above the lowest of the compared OMol25 structures with the same formula, charge and spin is 111.8 kJ/mol. The spin multiplicity is 1. For the lowest unoccupied orbital energy, the calculation gives -8.028 eV. The HOMO energy is -16.078 eV.

=====

This record from the Open Molecules 2025 dataset describes an isolated ion of composition C7H16NO and charge +1. The level of theory is wB97M-V/def2-TZVPD.

Atoms and positions in Å:
C: 1.578 -0.953 0.299
C: 0.918 -0.880 -1.083
C: 0.471 -0.043 0.006
C: 1.562 -0.409 -2.307
C: -2.139 -0.178 -0.106
C: -1.324 1.003 1.845
C: -1.067 -0.261 1.000
N: 0.837 1.420 0.088
O: -0.850 -1.341 1.784
H: 1.601 -1.828 0.929
H: 2.551 -0.563 0.203
H: 0.131 -1.661 -1.268
H: 2.158 -1.211 -2.609
H: 2.201 0.549 -2.115
H: 0.852 -0.092 -3.122
H: -2.129 -1.151 -0.705
H: -1.780 0.508 -0.799
H: -3.115 0.091 0.213
H: -1.880 1.694 1.259
H: -1.835 0.543 2.762
H: -0.523 1.512 2.293
H: 1.206 1.837 0.970
H: -0.021 1.916 -0.119
H: 1.578 1.598 -0.628
H: -0.980 -2.099 1.213

As for the SMILES: C[C@H]1C[C@]1([NH3+])C(C)(C)O. The orbital gap comes out at 0.3770 Eh. As for the total charge: +1. The energy above the lowest of the compared OMol25 structures with the same formula, charge and spin is 278.7 kJ/mol. The spin multiplicity is 1. For the lowest unoccupied orbital energy, the calculation gives -3.354 eV. The HOMO energy is -13.612 eV.

=====

This record from the Open Molecules 2025 dataset describes an isolated ion of composition C7H16NO3 and charge -1. The level of theory is wB97M-V/def2-TZVPD.

Atoms and positions in Å:
C: 3.489 -1.906 0.012
C: 3.680 -0.370 0.587
O: 3.630 0.678 -0.444
C: 2.286 0.841 -1.017
C: 1.130 1.320 0.041
O: 0.260 0.232 0.518
N: -0.883 0.156 -0.235
C: -1.958 1.047 0.358
C: -3.317 0.262 0.835
C: -4.194 -0.411 -0.375
O: -3.652 -1.683 -0.896
H: 2.356 -2.258 0.095
H: 3.799 -2.028 -1.126
H: 4.188 -2.592 0.694
H: 2.970 -0.170 1.516
H: 4.785 -0.336 1.038
H: 1.887 -0.098 -1.592
H: 2.376 1.714 -1.826
H: 1.679 1.913 0.918
H: 0.456 2.114 -0.542
H: -1.488 1.528 1.343
H: -2.249 1.967 -0.329
H: -4.019 1.079 1.343
H: -3.109 -0.537 1.695
H: -5.262 -0.674 0.089
H: -4.404 0.302 -1.287
H: -4.435 -2.085 -1.412

As for the SMILES: CCOCCO[N-]CCCO. The orbital gap comes out at 0.1854 Eh. As for the total charge: -1. The energy above the lowest of the compared OMol25 structures with the same formula, charge and spin is 399.7 kJ/mol. The spin multiplicity is 1. For the lowest unoccupied orbital energy, the calculation gives 3.639 eV. The HOMO energy is -1.407 eV.

=====

This record from the Open Molecules 2025 dataset describes an isolated ion of composition C7H16NS and charge +1. The level of theory is wB97M-V/def2-TZVPD.

Atoms and positions in Å:
C: 2.699 -0.239 0.287
C: 2.207 -0.435 -1.128
C: -0.384 0.189 -0.428
C: -0.031 1.632 -0.933
C: -2.745 -0.130 -0.664
C: -1.627 -1.367 1.241
C: -1.598 -0.068 0.373
N: 1.715 0.425 1.173
S: 0.480 -1.094 -0.912
H: 2.958 -1.142 0.735
H: 3.484 0.443 0.210
H: 2.066 0.521 -1.741
H: 2.814 -1.085 -1.598
H: -0.637 2.343 -0.324
H: -0.364 1.725 -1.947
H: 0.995 1.778 -0.697
H: -2.795 0.889 -1.215
H: -3.654 -0.461 -0.266
H: -2.572 -0.886 -1.506
H: -0.686 -1.433 1.840
H: -1.714 -2.236 0.665
H: -2.273 -1.267 2.204
H: -1.886 0.748 1.069
H: 1.356 -0.136 1.968
H: 2.193 1.287 1.591

The orbital gap comes out at 0.3316 Eh. As for the total charge: +1. The energy above the lowest of the compared OMol25 structures with the same formula, charge and spin is 233.8 kJ/mol. The spin multiplicity is 1. For the lowest unoccupied orbital energy, the calculation gives -4.881 eV. The HOMO energy is -13.906 eV.